Entry 1:
Below is a 25-piece molecular cluster, C33H114NO29P overall in a non-equilibrium geometry, with properties calculated with ωB97M-V with the def2-TZVPD basis set.

The calculation puts the LUMO energy at -0.07 eV.

Structure (ORCA input):
```
! RIJCOSX wB97M-V def2-TZVPD def2/J DEFGRID3
* xyz 0 1
C -3.06 -3.72 -3.66
C -3.68 -2.75 -2.65
C -3.50 -1.31 -3.11
C -3.80 -0.23 -2.07
C -2.68 0.15 -1.08
C -1.73 -1.00 -0.73
C -0.53 -0.58 0.12
O 0.19 0.58 -0.31
C 0.79 0.45 -1.51
O 0.79 -0.56 -2.17
C 1.48 1.73 -1.96
O 2.79 1.36 -2.36
N 2.96 1.61 -3.76
O 3.76 0.90 -4.20
P 0.59 -2.03 0.33
O 2.05 -1.70 0.39
H -3.37 -4.75 -3.47
H -3.29 -3.43 -4.68
H -1.97 -3.70 -3.56
H -4.74 -2.98 -2.53
H -3.20 -2.94 -1.69
H -4.23 -1.14 -3.91
H -2.52 -1.15 -3.55
H -4.72 -0.47 -1.53
H -4.02 0.69 -2.63
H -2.11 1.01 -1.43
H -3.14 0.47 -0.14
H -2.27 -1.72 -0.11
H -1.37 -1.51 -1.62
H -0.92 -0.32 1.11
H 1.52 2.48 -1.17
H 0.91 2.13 -2.81
H 0.30 -2.85 -0.76
H 0.08 -2.73 1.44
C -5.15 0.69 2.28
O -3.72 0.68 2.40
H -5.44 -0.23 1.79
H -5.62 0.73 3.27
H -5.49 1.54 1.69
H -3.47 1.50 2.84
C -5.85 1.13 -5.56
O -4.69 0.31 -5.70
H -6.57 0.59 -4.95
H -5.59 2.07 -5.06
H -6.30 1.36 -6.53
H -4.05 0.78 -6.23
C 2.84 -5.47 -1.28
O 1.99 -4.33 -1.33
H 2.34 -6.24 -1.86
H 3.81 -5.25 -1.75
H 3.00 -5.84 -0.27
H 2.41 -3.61 -0.84
C 1.78 -5.70 -4.74
O 0.70 -4.96 -4.17
H 1.66 -5.68 -5.82
H 2.73 -5.24 -4.47
H 1.75 -6.74 -4.40
H 0.81 -4.97 -3.21
C 7.12 0.24 -4.75
O 8.46 0.53 -4.35
H 7.13 -0.74 -5.23
H 6.45 0.20 -3.89
H 6.75 0.97 -5.47
H 8.47 1.39 -3.92
C 9.68 -2.91 -3.06
O 8.81 -3.17 -4.17
H 10.14 -3.85 -2.79
H 10.46 -2.20 -3.33
H 9.13 -2.52 -2.20
H 8.41 -2.33 -4.41
C -3.09 -1.23 5.06
O -3.91 -2.36 5.32
H -3.67 -0.51 4.48
H -2.78 -0.76 6.00
H -2.21 -1.52 4.48
H -3.38 -2.97 5.84
C -1.76 4.24 1.55
O -2.18 3.17 2.38
H -2.15 5.16 1.99
H -0.67 4.31 1.50
H -2.16 4.15 0.54
H -1.84 2.36 1.98
C 12.18 0.08 -3.35
O 10.94 0.40 -2.73
H 12.91 -0.11 -2.57
H 12.09 -0.81 -3.98
H 12.54 0.91 -3.97
H 10.29 0.57 -3.43
C -1.28 -3.48 8.18
O -1.77 -2.26 7.60
H -0.79 -4.04 7.39
H -0.56 -3.26 8.97
H -2.10 -4.07 8.59
H -2.20 -1.77 8.31
C 1.17 -7.31 2.56
O 1.04 -5.97 2.09
H 0.47 -7.91 1.99
H 2.18 -7.69 2.39
H 0.92 -7.38 3.62
H 1.65 -5.42 2.58
C -6.43 5.56 -4.31
O -5.61 4.39 -4.43
H -7.37 5.25 -3.86
H -5.94 6.29 -3.66
H -6.64 6.02 -5.27
H -4.77 4.66 -4.82
C -4.78 4.53 -0.67
O -5.98 4.66 -1.42
H -4.96 4.91 0.33
H -4.47 3.48 -0.61
H -3.97 5.12 -1.13
H -5.81 4.32 -2.31
C 0.70 -2.13 5.08
O 1.61 -3.23 5.05
H -0.24 -2.48 5.50
H 1.10 -1.33 5.71
H 0.53 -1.75 4.07
H 2.42 -2.88 4.67
C 15.31 -0.65 -5.40
O 15.13 0.42 -4.47
H 14.60 -0.49 -6.21
H 16.32 -0.65 -5.82
H 15.11 -1.62 -4.94
H 15.75 0.29 -3.75
C -9.41 8.05 -6.16
O -8.26 7.26 -6.47
H -10.07 7.44 -5.55
H -9.14 8.94 -5.59
H -9.94 8.35 -7.06
H -7.68 7.79 -7.01
C 5.79 -8.15 -0.32
O 4.68 -7.93 -1.17
H 5.54 -7.71 0.65
H 5.99 -9.21 -0.18
H 6.69 -7.66 -0.70
H 4.88 -8.31 -2.03
C 5.19 -1.17 2.73
O 3.80 -1.45 2.83
H 5.67 -1.62 3.60
H 5.62 -1.60 1.82
H 5.38 -0.09 2.74
H 3.36 -1.07 2.06
C -6.17 5.08 3.34
O -4.74 5.02 3.30
H -6.56 4.25 2.75
H -6.55 5.00 4.36
H -6.53 6.02 2.91
H -4.41 5.76 3.82
C 0.49 -0.02 9.25
O -0.62 0.26 8.40
H 0.67 0.85 9.87
H 0.29 -0.88 9.89
H 1.39 -0.21 8.66
H -0.77 -0.51 7.85
C -7.17 5.60 7.43
O -8.38 5.77 6.70
H -6.91 4.55 7.38
H -6.36 6.19 7.00
H -7.29 5.88 8.48
H -8.63 6.70 6.74
C 0.91 -1.31 -5.39
O -0.07 -2.33 -5.33
H 0.44 -0.43 -5.82
H 1.29 -1.06 -4.40
H 1.75 -1.60 -6.03
H 0.34 -3.12 -4.96
C -8.39 7.26 -1.66
O -8.84 5.95 -1.38
H -9.23 7.93 -1.54
H -7.59 7.57 -0.98
H -8.02 7.35 -2.69
H -8.09 5.35 -1.48
C 3.62 2.24 9.88
O 3.22 0.95 10.34
H 2.73 2.86 9.83
H 4.34 2.70 10.57
H 4.07 2.19 8.89
H 3.99 0.40 10.39
*
```

Entry 2:
Below is a 10-piece molecular cluster, C5H30N2O10 overall in a non-equilibrium geometry, with properties calculated with ωB97M-V with the def2-TZVPD basis set.

The calculation puts the energy above the lowest of the compared OMol25 structures with the same formula, charge and spin at 168.4 kJ/mol. The calculation puts the LUMO energy at 0.06 eV.

Structure (ORCA input):
```
! RIJCOSX wB97M-V def2-TZVPD def2/J DEFGRID3
* xyz 0 1
C 3.82 -0.81 0.84
C 3.13 0.34 1.56
C 1.94 0.97 0.82
C 0.89 -0.10 0.69
O 0.62 -0.67 -0.40
N 0.17 -0.47 1.76
C -0.82 -1.56 1.80
N -2.13 -1.20 1.34
H 3.28 -1.74 1.01
H 3.70 -0.73 -0.26
H 4.87 -0.90 1.03
H 3.85 1.16 1.68
H 2.82 0.05 2.60
H 2.14 1.22 -0.24
H 1.74 1.92 1.27
H 0.19 0.18 2.55
H -0.38 -2.39 1.24
H -0.80 -1.84 2.86
H -2.42 -0.32 1.73
H -2.23 -1.21 0.33
O -2.32 1.04 -3.18
H -1.37 1.23 -3.00
H -2.15 0.38 -3.87
O -0.84 2.39 2.64
H -0.76 2.56 1.69
H -0.36 3.14 3.00
O 2.69 -1.79 -2.20
H 2.01 -2.07 -2.83
H 2.48 -2.34 -1.42
O 0.83 -3.19 -1.02
H 0.55 -2.45 -0.42
H 0.21 -3.94 -0.93
O -4.02 1.08 1.76
H -4.04 0.84 0.79
H -4.12 2.02 1.55
O 0.11 3.02 -0.24
H 0.87 2.92 -0.83
H -0.72 3.10 -0.72
O 0.17 1.20 -2.19
H 1.13 1.37 -2.21
H 0.31 0.35 -1.64
O -4.11 0.82 -0.90
H -3.31 1.28 -1.18
H -3.78 -0.06 -1.16
O -1.70 -1.49 -1.83
H -1.34 -2.23 -2.34
H -0.88 -1.05 -1.52
*
```

Entry 3:
Below is C30H46Cl2N5O10PbSi as an isolated structure in a non-equilibrium geometry, with properties calculated with ωB97M-V with the def2-TZVPD basis set.

The calculation puts the energy above the lowest of the compared OMol25 structures with the same formula, charge and spin at 0.0 kJ/mol. The calculation puts the LUMO energy at 0.87 eV.

Structure (ORCA input):
```
! RIJCOSX wB97M-V def2-TZVPD def2/J DEFGRID3
* xyz -1 1
C 2.81 -2.24 -4.39
C 2.15 -1.67 -5.61
H 2.96 -3.32 -4.51
H 2.23 -2.05 -3.48
H 3.81 -1.78 -4.25
C 2.16 -2.25 -6.83
C 2.85 -3.52 -7.17
H 1.67 -1.75 -7.66
H 2.74 -4.28 -6.39
H 3.93 -3.38 -7.36
H 2.43 -3.92 -8.10
Pb 0.11 -0.53 1.88
Cl 1.46 -2.16 0.07
C -0.80 2.40 0.26
O -1.40 1.36 0.63
N -1.40 3.37 -0.44
C -2.76 3.16 -0.91
C -0.63 4.48 -0.97
H 0.28 2.58 0.48
H -3.32 2.59 -0.16
H -2.77 2.58 -1.85
H -3.22 4.14 -1.09
H 0.30 4.57 -0.40
H -1.21 5.40 -0.88
H -0.36 4.32 -2.03
H -4.02 2.00 5.91
H -1.96 1.95 7.67
C -3.82 0.92 5.82
C -1.96 0.87 7.43
N -2.42 0.65 6.08
H -4.08 0.57 4.82
C -1.61 0.25 5.08
O -1.96 0.04 3.91
H -0.94 0.48 7.53
H -0.56 0.12 5.41
H -4.43 0.41 6.58
H -2.63 0.35 8.14
H 0.52 -5.06 1.39
H -0.31 -3.49 -0.52
C -0.51 -5.15 1.75
C -1.28 -3.94 -0.26
N -1.34 -4.11 1.18
H -0.53 -5.07 2.84
C -1.93 -3.17 1.94
O -2.20 -2.02 1.53
H -2.10 -3.28 -0.58
H -2.17 -3.49 2.97
H -0.91 -6.12 1.43
H -1.36 -4.93 -0.72
O 0.28 -0.74 -4.56
C 1.40 -0.38 -5.36
C 0.00 0.13 -7.47
C 1.09 0.41 -6.64
H -0.72 -0.64 -7.17
C -0.13 0.82 -8.68
H 2.06 0.25 -4.74
C 2.05 1.35 -7.03
H -0.99 0.61 -9.32
C 0.83 1.77 -9.08
C 1.92 2.03 -8.24
H 2.92 1.51 -6.39
H 0.71 2.31 -10.02
H 2.69 2.76 -8.53
Si -0.87 0.02 -3.63
Cl 0.43 -2.52 3.65
C -2.49 -0.61 -4.33
C -0.81 1.86 -3.94
C -0.56 -0.50 -1.90
H -2.52 -0.43 -5.41
H -3.33 -0.08 -3.85
H -2.59 -1.69 -4.15
H -0.50 -1.60 -1.81
H -1.34 -0.15 -1.20
H 0.41 -0.14 -1.54
H -0.84 2.04 -5.03
H 0.11 2.32 -3.55
H -1.68 2.37 -3.50
O 2.63 -0.11 3.65
C 1.80 0.62 4.20
O 0.75 1.17 3.67
C 1.96 0.93 5.68
C 1.51 2.15 6.20
C 1.50 2.37 7.59
C 1.95 1.39 8.48
C 2.41 0.17 7.95
C 2.43 -0.05 6.56
N 2.67 -0.92 8.86
O 2.59 -0.70 10.09
O 2.97 -2.04 8.38
N 0.82 3.53 8.10
O 0.32 4.34 7.29
O 0.72 3.68 9.34
H 1.14 2.94 5.54
H 1.93 1.55 9.55
H 2.82 -0.98 6.15
*
```